Record 1
The following is a quantum chemistry calculation of an isolated molecule of C4H4O3, from the Open Molecules 2025 dataset.

Last column: Mulliken charge in e.
Atoms and positions in Å:
O (-1.8103, -1.0063, 0.1017)  -0.4619
O (-0.8458, 1.1839, 0.7102)  -0.4423
O (1.0508, 1.3214, -0.7468)  -0.2595
C (1.9182, 0.3793, -0.4626)  -0.3353
C (-0.7800, -0.1131, 0.2005)  0.2967
C (-0.5712, -1.4127, 0.7696)  -0.1434
C (-0.3175, 0.9947, -0.5918)  0.3021
H (0.0258, -2.1482, 0.2373)  0.2059
H (-0.6654, -1.5364, 1.8462)  0.2327
H (2.8843, 0.9032, -0.6593)  0.1928
H (-0.8889, 1.4342, -1.4050)  0.4123

The calculation puts the highest occupied orbital energy at -9.2 eV. The orbital gap is 9.50 eV. The total charge is 0.

=====

Record 2
The following is a quantum chemistry calculation of a structure of composition C20H42AsCrF6N6O3Si3 at a distorted geometry, from the Open Molecules 2025 dataset.

Last column: Mulliken charge in e.
Atoms and positions in Å:
As (1.4112, 2.4024, -0.9177)  0.1488
Cr (0.2130, 0.2074, -0.1746)  0.5170
Si (2.2790, 2.5912, -3.1690)  0.3149
Si (0.3361, 4.5167, -0.4998)  0.4672
Si (3.4076, 2.6073, 0.3786)  0.5926
F (-4.0435, -1.0793, -2.1445)  -0.2846
F (-3.0105, -0.7723, -0.2832)  -0.2853
F (-1.4158, 2.0811, -2.7281)  -0.1870
F (-3.4466, 1.5769, -2.2272)  -0.3003
F (-1.9124, 1.5412, -0.6864)  -0.2271
F (-2.4087, -2.3946, -1.5881)  -0.2805
O (3.4605, -2.3505, -0.7544)  -0.8027
O (-0.5150, -0.4459, -1.8735)  -0.3861
O (2.5070, -0.5388, -1.3846)  -0.0882
N (-0.8709, -2.0584, 1.2745)  -0.4589
N (0.1396, -3.0179, 1.4116)  -0.3229
N (0.4254, 0.7421, 1.7845)  1.4486
N (1.9681, -4.0032, 0.4457)  -0.3299
N (2.5371, -1.5544, -0.7461)  0.0743
N (1.4228, -1.7272, 0.0470)  0.2470
C (3.0237, 3.0498, 2.1547)  -0.9341
C (1.2801, 0.1765, 2.6498)  -0.4187
C (-0.5061, 1.9530, 3.6288)  -0.9408
C (1.2217, -2.9194, 0.6027)  0.3044
C (3.3461, 4.0828, -3.4871)  -1.0619
C (-1.9600, -0.4758, -3.8093)  -1.8499
C (4.3430, 0.9973, 0.4180)  -0.9435
C (0.3661, 1.7086, 5.9881)  -1.5731
C (3.3441, 1.1290, -3.5799)  -1.0649
C (4.5796, 3.9145, -0.2419)  -1.2171
C (0.4393, 5.0314, 1.2948)  -0.9430
C (0.8628, 2.7121, -4.3590)  -0.6652
C (-2.8325, -1.1138, -1.5867)  0.4676
C (-1.7984, -0.2115, -2.3141)  1.4690
C (1.2886, 0.4581, 3.9981)  -1.1943
C (-0.4468, 1.6246, 2.2891)  -0.7149
C (0.3786, 1.3700, 4.5263)  1.0436
C (-2.1759, 1.2553, -2.0134)  0.5025
C (1.0919, 5.9065, -1.4784)  -1.2403
C (-1.4767, 4.5043, -0.9140)  -0.9998
H (2.9797, 4.1319, 2.2858)  0.4424
H (-0.2087, 2.6120, 6.1822)  0.3951
H (1.3793, 5.5498, 1.4960)  0.2882
H (1.9898, -0.5235, 2.2318)  0.2804
H (3.5456, 4.0683, -4.5661)  0.3925
H (0.1768, 3.5228, -4.0993)  0.2340
H (-1.2410, 2.6745, 3.9637)  0.4217
H (0.6543, 6.8475, -1.1235)  0.4143
H (4.1531, 1.0047, -2.8526)  0.2389
H (2.0200, -0.0263, 4.6347)  0.4546
H (-1.1184, 2.0946, 1.5795)  0.4409
H (-1.2366, -1.8406, 2.1913)  0.2833
H (5.3274, 1.2037, 0.8501)  0.5165
H (4.3071, 4.0308, -2.9754)  0.3009
H (-0.0817, 0.8933, 6.5612)  0.3157
H (3.8577, 0.2446, 1.0494)  0.1687
H (2.8710, -3.8813, 0.0139)  0.2259
H (-2.0555, 3.8414, -0.2665)  0.2353
H (-0.1470, -3.9576, 1.6397)  0.2335
H (-1.9909, -1.5506, -3.9889)  0.4596
H (-1.0927, -0.0666, -4.3222)  0.2713
H (-1.6158, -2.4085, 0.6880)  0.2740
H (1.3807, 1.8491, 6.3595)  0.3946
H (0.2908, 1.7847, -4.4185)  -0.1041
H (1.7496, -4.8537, 0.9358)  0.1764
H (1.2812, 2.9246, -5.3488)  0.4920
H (4.0684, 4.7926, -0.6382)  0.2499
H (-2.8698, -0.0265, -4.2067)  0.4017
H (2.8761, 5.0340, -3.2507)  0.3049
H (-1.6889, 4.2409, -1.9517)  0.2071
H (0.3424, 4.2147, 2.0115)  0.1331
H (3.8389, 2.6706, 2.7835)  0.4223
H (2.0862, 2.6310, 2.5273)  -0.0301
H (5.2446, 3.5265, -1.0185)  0.3373
H (-1.8277, 5.5283, -0.7455)  0.4978
H (3.7886, 1.3120, -4.5632)  0.4930
H (-0.3773, 5.7404, 1.4713)  0.4220
H (2.1720, 5.9680, -1.3390)  0.3143
H (4.4923, 0.5630, -0.5729)  0.1821
H (5.2020, 4.2366, 0.6012)  0.4264
H (0.8812, 5.8201, -2.5478)  0.3042
H (2.7796, 0.1950, -3.6141)  0.2044

The calculation puts the highest occupied orbital energy (spin up / spin down) at -10.5 / -11.4 eV. The orbital gap (spin up / spin down) is 7.89 / 8.70 eV. The total charge is +1. The spin multiplicity is 5. Its expectation value of S² is 6.014.

=====

Record 3
The following is a quantum chemistry calculation of a cluster of 2 separate species, C2H2Cl2O2S in total at a distorted geometry, from the Open Molecules 2025 dataset.

Last column: Mulliken charge in e.
Atoms and positions in Å:
Cl (2.2966, 2.3589, 1.1545)  -0.1515
Cl (2.6881, -0.5640, 0.6656)  -0.0796
S (-0.9719, -1.7025, -0.2003)  0.3711
O (1.0395, 0.9739, -0.7338)  -0.3184
O (-0.1834, -1.3548, 1.0293)  -0.5019
C (1.7543, 0.8821, 0.2028)  0.5518
C (-2.0329, -0.4920, -0.5678)  -0.4289
H (-2.2756, 0.4338, 0.0354)  0.2618
H (-2.3146, -0.5354, -1.5857)  0.2958

The calculation puts the highest occupied orbital energy (spin up / spin down) at -9.8 / -9.8 eV. The orbital gap (spin up / spin down) is 9.23 / 9.23 eV. The total charge is 0.

=====

Record 4
The following is a quantum chemistry calculation of the ion C8H11N2O with charge +1 at a distorted geometry, from the Open Molecules 2025 dataset.

Last column: Mulliken charge in e.
Atoms and positions in Å:
O (2.0905, -1.9422, 0.6607)  -0.4300
N (1.4989, 2.4299, 1.1399)  -0.3991
N (0.8056, -2.3864, 0.1985)  0.0293
C (-1.9997, -0.7350, -1.5112)  -0.4292
C (-1.2467, -1.7616, -0.8392)  -0.9541
C (-0.4198, 0.9923, -0.8226)  -0.2058
C (-0.2428, 0.7833, 0.7109)  0.1966
C (0.3513, 1.7909, 1.5065)  -0.7598
C (0.5104, -0.0361, -0.3874)  0.0787
C (-1.7414, 0.6040, -1.3595)  -0.8261
C (-0.0267, -1.4056, -0.3019)  0.3793
H (-0.1601, 2.0308, 2.5081)  0.3303
H (-2.8088, -1.0189, -2.0607)  0.5041
H (0.3844, -3.2407, 0.4663)  0.2507
H (1.8140, 3.2435, 1.6069)  0.2224
H (1.5639, -0.1773, -0.3902)  0.5758
H (-1.1269, 0.1460, 1.1078)  0.3677
H (2.5698, -2.3626, 1.3609)  0.3479
H (-1.4443, -2.7880, -0.8496)  0.4771
H (-2.2795, 1.4695, -1.8602)  0.3654
H (0.0044, 1.8338, -1.1178)  0.6817
H (1.9036, 2.5302, 0.2338)  0.1972

The calculation puts the highest occupied orbital energy (spin up / spin down) at -9.3 / -13.4 eV. The orbital gap (spin up / spin down) is 5.80 / 7.30 eV. The total charge is +1. The spin multiplicity is 3. Its expectation value of S² is 2.032.

=====

Record 5
The following is a quantum chemistry calculation of an isolated molecule of C16H21ClO3 at a distorted geometry, from the Open Molecules 2025 dataset.

Last column: Mulliken charge in e.
Atoms and positions in Å:
Cl (-5.7424, -1.0825, -4.6945)  -0.2240
O (0.8352, 0.2416, 0.9242)  -0.2177
O (0.5682, 2.5099, 0.4416)  -0.6041
O (-1.2002, 0.3976, -1.4228)  -0.4499
C (2.6378, 0.6849, 2.6252)  -0.7987
C (0.2130, 1.3311, 0.3147)  0.0496
C (-3.0449, -1.8195, -0.5667)  -1.1793
C (-2.5236, 0.8087, -3.2751)  -0.2504
C (2.6797, -1.2226, 0.9290)  -0.8530
C (-2.0041, 2.3398, -0.2756)  -1.4840
C (-1.2552, 1.0809, -0.1722)  0.8720
C (-4.5010, -0.5331, -3.6850)  0.5084
C (-3.2876, -0.8552, -1.6911)  1.1112
C (-4.4183, -1.1357, -2.4177)  -1.0058
C (-3.6810, 0.4607, -4.0455)  -0.7130
C (2.2889, 0.2645, 1.1727)  0.0800
C (4.1382, -1.4319, 1.3516)  -0.5806
C (4.1189, 0.4631, 2.9602)  -0.6653
C (-2.3848, 0.1438, -1.9749)  0.1648
C (4.5186, -0.9431, 2.7647)  -0.5889
H (5.6099, -0.9998, 2.7857)  0.2944
H (-1.8961, 1.6525, -3.6808)  0.3446
H (2.4456, 1.7580, 2.6801)  0.3296
H (-2.8958, -1.2306, 0.3272)  0.2558
H (-1.6354, 0.5446, 0.7015)  0.0704
H (4.7656, -0.7965, 0.7350)  0.3453
H (2.1136, -1.7270, 1.6598)  0.3092
H (-3.8597, 0.8838, -5.0294)  0.3666
H (-1.6005, 3.0057, -1.1271)  0.2388
H (4.1319, -1.5452, 3.6315)  0.3181
H (4.7957, 1.1030, 2.3853)  0.3895
H (2.4609, -1.6156, -0.0299)  0.3985
H (-5.0778, -1.9821, -2.3747)  0.3000
H (-1.9981, 2.8093, 0.6933)  0.4336
H (2.8064, 0.9335, 0.4867)  0.4039
H (-2.0588, -2.3177, -0.7049)  0.3031
H (2.0470, 0.0614, 3.2100)  0.3881
H (4.4082, -2.5449, 1.3433)  0.2779
H (4.4283, 0.8165, 4.0573)  0.2508
H (-2.9835, 2.0124, -0.5963)  0.4874
H (-3.9629, -2.5241, -0.4166)  0.3229

The calculation puts the highest occupied orbital energy at -8.7 eV. The orbital gap is 9.41 eV. The total charge is 0. As for the SMILES: Cc1cc(Cl)ccc1O[C@H](C)C(=O)OC1CCCCC1.

=====

| no. | calculated total energy (Ha) |
| --- | --- |
| 1 | -380.3292 |
| 2 | -6089.3740 |
| 3 | -1546.3952 |
| 4 | -495.7102 |
| 5 | -1308.1200 |